1.
ORCA calculation (the ωB97M-V functional and the def2-TZVPD basis) on 2 unconnected molecules or ions with the total composition O2 at a distorted geometry.

XYZ file:
```
2
Properties=species:S:1:pos:R:3:nbo_charge:R:1
O 0.0000 0.0000 0.9207 0.000
O 0.0000 0.0000 -0.9207 0.000
```

Orbital gap (eV): 7.369
E_LUMO (eV): -5.5
Maximum force (eV/Å): 9.10
E (hartree): -150.093844
2S+1: 1
Energy relative to the best compared isomer or geometry (same formula, charge and spin) (eV): 5.518



2.
ORCA calculation (the ωB97M-V functional and the def2-TZVPD basis) on a molecular structure, C17H17LiNO4STe.

XYZ file:
```
42
Properties=species:S:1:pos:R:3:nbo_charge:R:1
Li -0.4062 0.8639 1.3280 0.878
C -5.2921 -3.6984 -3.1259 -0.624
C -4.2243 -3.1136 -2.2396 -0.021
C -3.5474 -1.9577 -2.5979 -0.225
C -2.5717 -1.4119 -1.7689 -0.175
C -2.2660 -2.0318 -0.5721 -0.352
C -2.9379 -3.1907 -0.1925 -0.112
C -3.9036 -3.7236 -1.0253 -0.244
S -1.0847 -1.3351 0.5611 2.287
O -0.4201 -0.2634 -0.2352 -1.090
O -0.1911 -2.4157 0.9226 -0.982
N -1.8065 -0.7489 1.7851 -1.028
C -2.9784 0.1217 1.5529 -0.365
C -2.7685 1.6582 1.6354 0.767
O -3.7905 2.3439 1.6092 -0.722
O -1.5636 2.0723 1.7004 -0.895
H -5.4131 -3.1118 -4.0365 0.209
H -6.2560 -3.7243 -2.6135 0.214
H -5.0481 -4.7231 -3.4144 0.211
H -3.7879 -1.4684 -3.5352 0.202
H -2.0434 -0.5090 -2.0434 0.241
H -2.6897 -3.6592 0.7512 0.224
H -4.4256 -4.6283 -0.7316 0.200
H -3.7397 -0.1285 2.2922 0.204
H -3.4443 -0.0498 0.5750 0.192
C 4.4236 0.2752 1.6105 -0.707
Te 2.4238 -0.1081 0.9388 0.509
C 2.3652 2.0088 0.5885 -0.668
C 3.7982 2.4800 0.5916 -0.065
C 4.1327 3.7518 0.1323 -0.191
C 5.4467 4.1891 0.1516 -0.221
C 6.4453 3.3516 0.6350 -0.220
C 6.1178 2.0877 1.0983 -0.236
C 4.7976 1.6411 1.0855 0.062
H 5.0820 -0.4935 1.2089 0.223
H 4.4830 0.2403 2.6982 0.222
H 1.7985 2.5032 1.3782 0.231
H 1.8709 2.2132 -0.3595 0.241
H 3.3513 4.3996 -0.2478 0.211
H 5.6928 5.1790 -0.2114 0.207
H 7.4761 3.6834 0.6481 0.205
H 6.8950 1.4307 1.4721 0.204
```

Orbital gap (eV): 7.158
E_LUMO (eV): 2.3
Maximum force (eV/Å): 0.56
E (hartree): -1687.591187
2S+1: 1
Charge: -1
Energy relative to the best compared isomer or geometry (same formula, charge and spin) (eV): 0.328



3.
ORCA calculation (the ωB97M-V functional and the def2-TZVPD basis) on a molecular structure, C22H18F9O2Pt at a distorted geometry.

XYZ file:
```
52
Properties=species:S:1:pos:R:3:mulliken_spin:R:1
C 0.7265 -1.7904 1.9549 0.361
C -0.6974 -1.8788 1.8960 0.351
C -1.0957 -2.0816 0.5240 0.094
H -1.4699 -1.4452 2.5735 0.014
C 0.1319 -2.2690 -0.2223 0.241
C 1.2608 -1.9787 0.6198 0.020
H 2.3357 -2.0694 0.3762 -0.004
H 1.4396 -1.3865 2.7251 0.090
H -2.1432 -2.2387 0.1913 0.002
H 0.1916 -2.7512 -1.1915 0.000
C -1.1718 2.1181 0.3352 -0.111
C -1.1679 1.8497 1.7208 0.268
C 0.2436 1.6246 2.1610 -0.022
H -1.9587 1.3035 2.2651 0.024
C 1.0909 1.9803 0.9273 0.029
C 0.2010 2.3420 -0.0982 0.002
H 0.4695 2.8226 -1.0387 0.003
H -2.1045 2.3030 -0.2300 0.005
H 0.8422 1.7066 3.0666 0.020
H 2.1980 2.1155 0.9902 -0.002
Pt -0.0132 -0.0123 0.2481 0.908
O -0.8369 0.2370 -1.6149 0.379
C -1.1345 -0.7778 -2.5684 0.009
C 0.0152 -0.9599 -3.4745 0.628
H -1.4671 -1.7533 -2.1625 0.033
H -1.9627 -0.2823 -3.0906 0.016
H 0.7698 -1.6711 -3.1467 0.031
H 0.9525 -2.0167 -5.6965 -0.004
C 0.7399 -0.9447 -5.7986 0.169
C 0.2183 -0.2481 -4.6572 -0.116
C -0.0798 1.1522 -4.8177 0.150
H -0.4489 1.7096 -3.9485 0.012
C 0.1285 1.7811 -6.0393 -0.072
H -0.0981 2.8469 -6.1375 -0.002
C 0.6175 1.0667 -7.1478 0.147
H 0.7677 1.5728 -8.1050 0.008
C 0.9138 -0.3022 -7.0158 -0.072
H 1.2919 -0.8636 -7.8747 -0.002
F 2.1661 -1.1001 4.6027 -0.001
C 1.5244 0.1118 4.5557 -0.036
F 1.4790 0.6002 5.8243 0.011
F 2.4219 0.9276 3.8779 0.000
C 0.0207 -0.0374 4.1397 0.415
O 0.1093 0.2182 2.3294 -0.022
C -0.4769 -1.3800 4.6460 -0.024
F -0.1482 -1.2854 5.9694 0.018
F -1.8228 -1.5970 4.5468 -0.001
F 0.1387 -2.5042 4.1894 0.011
C -1.0228 1.0526 4.5490 0.004
F -0.9391 1.0398 5.8991 0.014
F -0.8348 2.3685 4.1930 0.000
F -2.3119 0.7745 4.1795 0.000
```

Orbital gap (alpha / beta) (eV): 4.559 / 4.858
E_LUMO (alpha / beta) (eV): -5.0 / -6.4
Maximum force (eV/Å): 3.56
E (hartree): -2016.957281
2S+1: 5
Charge: +1